[1]
Here is a molecular structure, C27H28Cl3N2O2PtSTe from OMol25. Energies are from ωB97M-V/def2-TZVPD.

Computed properties:
Molecular weight, g mol⁻¹: 873.6
Energy relative to the best compared isomer or geometry (same formula, charge and spin), kcal/mol: 11.2
Charge: -1

Last column: Mulliken charge in e.
Cartesian coordinates (Å):
Pt1 -0.25921 1.68781 -0.22769  0.89
C1 1.50596 1.86517 5.39382  -0.98
C2 0.20684 1.23038 4.91243  -1.00
N1 0.40165 0.11355 3.99917  0.12
C3 0.65785 -1.20268 4.58184  -0.69
C4 2.13412 -1.58306 4.60101  -1.04
C5 0.44930 0.27752 2.65333  0.27
S1 0.40123 1.86022 2.02825  -0.39
N2 0.65156 -0.85259 1.96473  -0.08
C6 0.37309 -1.03105 0.69251  0.09
O1 -0.37911 -0.33033 -0.05571  -0.68
C7 0.92636 -2.29411 0.10685  -0.04
C8 1.46691 -3.28281 0.92830  -0.14
C9 1.99187 -4.43891 0.37691  -0.74
C10 1.98786 -4.61460 -1.00246  -0.49
C11 1.44870 -3.63462 -1.82174  -0.59
C12 0.91064 -2.48038 -1.26977  -0.01
H1 1.28984 2.75977 5.98034  0.40
H2 2.11697 2.15833 4.53989  0.26
H3 2.08114 1.18113 6.01956  0.28
H4 -0.39975 1.97824 4.40607  0.54
H5 -0.37102 0.85502 5.76049  0.36
H6 0.09001 -1.94870 4.02796  0.44
H7 0.26576 -1.17606 5.60004  0.41
H8 2.53584 -1.57191 3.58912  0.23
H9 2.25702 -2.58669 5.01403  0.33
H10 2.71391 -0.89093 5.21188  0.34
H11 1.46612 -3.12950 1.99845  0.34
H12 2.40570 -5.20483 1.02138  0.39
H13 2.40404 -5.51641 -1.43537  0.38
H14 1.44098 -3.76049 -2.89694  0.45
H15 0.47892 -1.71384 -1.89772  0.60
Cl1 -2.20254 8.65681 1.75470  -0.26
C13 -1.60814 7.18080 1.03362  0.55
C14 -0.43497 6.61743 1.49193  -0.89
C15 0.02520 5.44799 0.91238  1.00
Cl2 1.55493 4.84209 1.45972  -0.21
C16 -0.64318 4.76964 -0.13286  -0.54
O2 -0.21073 3.68664 -0.70725  -0.82
C17 -1.82240 5.42521 -0.56435  0.70
Cl3 -2.72606 4.72239 -1.86246  -0.20
C18 -2.30504 6.59348 -0.00415  -0.89
H16 0.13305 7.08291 2.28441  0.42
H17 -3.21809 7.03181 -0.37995  0.41
C19 -1.33414 -4.40114 -4.82421  -1.53
C20 -1.20158 -2.99167 -4.31163  0.80
C21 -2.13513 -2.45065 -3.44219  -1.08
C22 -2.02619 -1.14715 -2.95898  1.39
C23 -3.07283 -0.64773 -2.00167  -1.64
C24 -0.94214 -0.35024 -3.35441  -0.65
Te1 -0.81424 1.69404 -2.75311  -0.11
C25 0.02361 -0.89536 -4.21972  1.52
C26 1.24021 -0.11909 -4.64855  -1.89
C27 -0.12605 -2.19823 -4.68643  -0.91
H18 -2.16275 -4.91817 -4.33972  0.36
H19 -0.42469 -4.97778 -4.63798  0.28
H20 -1.51259 -4.41576 -5.90210  0.34
H21 -2.97082 -3.06231 -3.11494  0.22
H22 -3.67602 -1.47912 -1.63091  0.35
H23 -3.73458 0.07330 -2.48694  0.34
H24 -2.61544 -0.14148 -1.15341  0.24
H25 1.72450 0.35043 -3.79211  0.41
H26 0.97740 0.68576 -5.33719  0.35
H27 1.95700 -0.77774 -5.14385  0.39
H28 0.63333 -2.60975 -5.34668  0.27

Force components x, y, z for each atom (eV/Å):
-0.2 0.1 0.2
0.0 0.0 0.0
0.0 0.0 0.0
0.0 -0.1 0.0
0.0 0.0 0.0
0.0 0.0 0.0
-0.1 0.0 0.0
-0.2 0.2 -0.1
0.2 0.1 0.1
-0.4 0.0 0.1
0.5 -0.1 -0.3
-0.1 -0.1 0.0
0.0 0.0 0.0
0.0 0.0 0.0
0.0 0.0 0.0
0.0 0.0 0.0
0.0 0.0 0.0
0.0 0.0 0.0
0.0 0.0 0.0
0.0 0.0 0.0
0.0 0.0 0.0
0.0 0.0 0.0
0.0 0.0 0.0
0.0 0.0 0.0
0.0 0.0 0.0
0.0 0.0 0.0
0.0 0.0 0.0
0.0 0.0 0.0
0.0 0.0 0.0
0.0 0.0 0.0
0.0 0.0 0.0
0.0 0.0 0.0
0.0 0.0 0.0
0.0 0.0 0.0
0.0 0.0 0.0
0.1 0.0 -0.1
0.1 0.0 -0.1
-0.2 -0.2 0.3
0.3 0.2 0.0
-0.1 0.0 0.0
0.0 -0.1 0.0
0.0 0.0 0.0
0.0 0.0 0.0
0.0 0.0 0.0
0.0 0.0 0.0
0.0 0.0 0.0
0.0 0.0 0.0
0.1 0.0 0.1
0.0 0.0 0.0
0.0 0.1 0.0
-0.1 -0.1 -0.2
-0.1 0.0 0.0
0.0 -0.1 0.0
0.0 0.0 0.0
0.0 0.0 0.0
0.0 0.0 0.0
0.0 0.0 0.0
0.0 0.0 0.0
0.0 0.0 0.0
0.0 0.0 0.0
0.0 0.0 0.0
0.0 0.0 0.0
0.0 0.0 0.0
0.0 0.0 0.0
0.0 0.0 0.0


[2]
Here is a molecular structure, C4H7NOS2 from OMol25. Energies are from ωB97M-V/def2-TZVPD.

Computed properties:
Molecular weight, g mol⁻¹: 149.2
Energy relative to the best compared isomer or geometry (same formula, charge and spin), kcal/mol: 60.6
Charge: 0

Last column: Mulliken charge in e.
Cartesian coordinates (Å):
C1 0.11366 0.32484 -1.19366  0.59
C2 -0.23056 -0.29840 1.11186  -0.12
C3 0.50125 1.39352 -2.14107  -1.08
C4 0.83071 -0.66787 2.14450  -0.94
N1 0.16629 0.46185 0.03542  -0.34
O1 -2.84387 -1.17677 0.15598  -0.51
S1 -0.93504 -1.13528 -1.78022  -0.16
S2 -1.61087 -1.87123 -0.05398  0.34
H1 -1.01409 0.16441 1.59193  0.42
H2 0.79937 0.95951 -3.00516  0.39
H3 1.27811 2.08237 -1.61266  0.28
H4 -0.34645 2.02820 -2.42006  0.29
H5 1.21524 -1.70579 2.14514  0.26
H6 0.39107 -0.50869 3.16137  0.28
H7 1.68516 -0.05069 1.86059  0.31

Force components x, y, z for each atom (eV/Å):
-1.9 -0.1 1.0
1.2 -1.5 -2.1
0.2 2.3 2.9
-0.1 -0.7 -0.1
1.1 0.0 1.0
-3.2 1.1 1.1
1.7 0.2 -1.3
2.9 0.0 0.9
-2.4 0.7 0.7
1.5 -1.1 -2.8
-1.2 -1.4 -1.2
-0.1 -0.2 0.4
-0.5 0.4 -0.4
0.8 0.2 -0.8
0.0 0.2 0.8


[3]
Here is a gas-phase ion, C10H20N2O6PS (charge +1) from OMol25. Energies are from ωB97M-V/def2-TZVPD.

Computed properties:
Molecular weight, g mol⁻¹: 327.3
Charge: +1
SMILES: O=CC[C@H]1C[NH2+][C@@H](CCOC=O)[C@H](S)N1CP(=O)(O)O

Last column: Mulliken charge in e.
Cartesian coordinates (Å):
O1 5.35777 0.97534 -0.30698  -0.45
C1 4.24080 1.16665 0.08948  -0.09
C2 3.02526 1.01965 -0.81357  -0.97
C3 1.68720 1.21581 -0.09089  0.74
C4 0.75102 2.15793 -0.88537  -1.20
N1 -0.48646 1.43906 -1.31100  -0.13
C5 -1.27932 0.89897 -0.16028  -0.93
C6 -2.48364 0.12088 -0.66882  -0.71
C7 -3.25205 -0.59527 0.44515  -0.82
O2 -4.60151 -0.14394 0.38141  -0.33
C8 -5.42584 -0.71902 1.31455  0.13
O3 -5.51323 -1.89361 1.47248  -0.42
C9 -0.31495 0.08146 0.72119  -0.27
S1 -0.15758 0.79291 2.42827  -0.13
N2 0.98453 -0.05839 0.08855  -0.07
C10 1.77265 -1.07769 0.81791  -0.76
P1 1.67368 -2.74194 0.06488  0.80
O4 1.54592 -3.78090 1.07687  -0.66
O5 0.39336 -2.69419 -0.91806  -0.54
O6 2.94557 -2.85069 -0.89979  -0.50
H1 4.06496 1.46633 1.14023  0.39
H2 3.10485 0.02272 -1.25014  0.22
H3 3.16951 1.74263 -1.61528  0.52
H4 1.88748 1.70968 0.86522  0.45
H5 0.46158 3.04394 -0.32331  0.26
H6 1.22427 2.51137 -1.79950  0.52
H7 -0.23944 0.67380 -1.93989  0.48
H8 -1.09072 2.06253 -1.84930  0.42
H9 -1.61390 1.77722 0.39059  0.57
H10 -2.15980 -0.58400 -1.43859  0.39
H11 -3.17337 0.82191 -1.14236  0.48
H12 -3.20381 -1.67407 0.29281  0.42
H13 -2.82590 -0.39940 1.43303  0.41
H14 -5.98464 0.02609 1.88715  0.38
H15 -0.70176 -0.92794 0.84337  0.62
H16 -1.31279 1.46031 2.50022  0.21
H17 1.41102 -1.23138 1.83511  0.42
H18 2.82227 -0.80478 0.88267  0.47
H19 0.57478 -2.19006 -1.72000  0.33
H20 2.72223 -2.81993 -1.83800  0.35

Force components x, y, z for each atom (eV/Å):
-0.5 0.1 0.1
0.7 -0.1 -0.1
0.1 -0.1 0.3
0.0 0.3 -0.4
0.3 0.2 -0.2
-0.4 0.2 -0.2
0.0 -0.1 0.4
0.1 0.2 -0.2
0.1 -0.6 -0.5
0.2 0.6 0.5
-0.2 -0.5 -0.1
0.2 0.1 0.2
-0.1 0.0 0.1
0.2 0.0 0.2
0.2 0.0 0.3
-0.1 -0.2 -0.3
-0.3 -0.6 0.5
0.1 0.3 -0.1
0.3 0.2 -0.1
-0.4 0.4 -0.2
-0.1 0.0 0.1
-0.1 0.0 -0.2
0.0 0.0 -0.1
-0.1 -0.1 0.1
-0.2 -0.2 0.1
0.0 0.0 0.0
0.1 -0.1 0.1
0.1 0.1 0.0
0.0 0.1 -0.1
0.0 -0.1 0.1
0.0 0.0 -0.1
-0.1 0.0 0.0
-0.1 0.2 0.1
-0.2 0.1 -0.2
-0.1 0.0 -0.1
-0.1 0.0 -0.1
0.0 0.2 0.1
0.0 0.0 0.0
-0.2 0.0 0.0
0.3 -0.3 0.0


What HOMO values result from the calculations? In sequence: -3.82 -8.25 -13.14 eV.